Entry 1:
This record from the OMol25 dataset describes a 13-piece molecular cluster, C28H87N21O13 overall at a distorted geometry. The level of theory is ωB97M-V/def2-TZVPD.

Structure (XYZ):
```
149
Properties=species:S:1:pos:R:3:mulliken_spin:R:1
C -8.12 0.09 10.80 0.10
O -7.72 0.13 9.66 -0.02
N -8.49 -0.98 11.35 -0.02
N -8.16 1.01 11.67 -0.03
H -8.49 -1.80 10.76 0.00
H -8.44 -1.02 12.36 -0.01
H -7.85 1.94 11.42 0.01
H -8.61 0.87 12.56 0.00
C -1.85 0.59 17.92 0.06
O -1.39 -0.21 18.74 -0.01
N -2.32 0.32 16.79 -0.01
N -1.87 1.84 17.90 -0.01
H -2.52 -0.66 16.64 0.00
H -2.72 1.01 16.18 -0.01
H -2.27 2.29 17.09 -0.01
H -1.20 2.32 18.49 0.01
C -0.12 5.32 15.02 0.20
O 0.95 4.80 15.27 -0.05
N -1.33 4.82 14.92 -0.06
N -0.12 6.58 14.63 -0.02
H -1.15 3.84 14.78 -0.01
H -2.09 5.26 14.42 0.01
H -0.66 6.92 13.85 0.00
H 0.86 6.82 14.67 0.00
C -6.80 -0.99 19.34 0.34
O -6.87 -1.33 18.18 -0.15
N -7.81 -0.47 20.04 -0.04
N -5.69 -1.08 20.01 -0.04
H -7.68 -0.07 20.96 -0.01
H -8.71 -0.38 19.59 -0.03
H -4.84 -1.09 19.46 0.00
H -5.70 -1.13 21.02 -0.02
C -8.49 -0.64 15.12 0.19
O -9.03 -0.50 14.01 -0.06
N -7.75 -1.64 15.58 -0.06
N -8.81 0.06 16.13 -0.02
H -7.45 -1.67 16.54 0.01
H -7.52 -2.31 14.86 -0.01
H -9.51 0.78 16.17 -0.01
H -8.64 -0.35 17.04 0.00
C -6.10 3.39 10.11 0.07
O -7.13 3.39 10.78 -0.01
N -5.69 4.41 9.44 0.00
N -5.37 2.34 9.92 -0.08
H -6.26 5.22 9.64 0.00
H -4.79 4.30 9.01 0.01
H -4.48 2.45 9.45 0.03
H -5.73 1.42 10.14 0.04
C -4.08 6.66 12.75 0.06
O -3.22 6.41 13.49 0.00
N -4.31 7.67 11.97 -0.02
N -5.06 5.85 12.56 -0.03
H -5.16 7.94 11.49 -0.01
H -3.49 8.24 11.78 0.00
H -5.72 6.04 11.81 0.00
H -4.99 5.01 13.12 0.01
C -2.04 0.78 9.44 1.56
O -2.70 1.65 8.90 -0.75
N -2.05 -0.49 9.10 0.17
N -1.21 0.99 10.46 0.16
H -2.84 -0.81 8.57 -0.14
H -1.70 -1.16 9.77 -0.19
H -1.25 1.97 10.70 -0.14
H -0.97 0.27 11.13 -0.20
C -2.64 -4.23 17.62 0.01
C -3.87 -3.31 17.42 0.00
C -4.16 -2.66 16.03 0.08
O -2.93 -1.95 15.52 -0.36
C -3.09 -1.52 14.18 1.09
N -5.09 -3.93 17.84 0.01
H -2.59 -5.24 17.23 0.00
H -2.44 -4.48 18.66 0.00
H -1.74 -3.66 17.36 0.00
H -3.79 -2.46 18.10 0.01
H -4.99 -1.95 16.00 -0.09
H -4.59 -3.38 15.33 0.04
H -2.32 -0.79 13.96 -0.09
H -4.07 -1.08 13.97 0.10
H -3.03 -2.33 13.45 -0.29
H -4.80 -4.33 18.72 0.00
H -5.75 -3.18 18.02 0.00
C -7.86 4.26 18.79 -0.01
C -8.73 4.94 19.73 -0.01
C -9.87 5.66 18.91 0.01
O -9.47 6.56 17.92 -0.01
C -8.67 7.69 18.26 0.00
N -9.40 3.90 20.53 0.01
H -7.46 4.97 18.06 0.00
H -8.42 3.59 18.14 0.03
H -7.14 3.57 19.23 0.01
H -8.15 5.62 20.35 0.00
H -10.57 6.14 19.59 0.00
H -10.53 4.93 18.43 0.01
H -7.70 7.35 18.62 0.00
H -9.21 8.21 19.06 0.00
H -8.54 8.31 17.38 0.00
H -9.72 3.25 19.82 -0.01
H -10.27 4.30 20.85 0.00
C -5.69 1.43 16.74 -0.12
C -4.83 1.85 15.50 -0.45
C -5.62 2.46 14.26 -0.11
O -4.86 3.15 13.20 0.04
C -3.77 2.48 12.72 -0.21
N -3.80 2.83 15.89 0.00
H -6.54 2.06 16.97 0.05
H -5.04 1.39 17.62 -0.02
H -6.18 0.46 16.60 0.07
H -4.25 1.05 15.03 0.24
H -6.35 3.22 14.53 0.01
H -6.24 1.69 13.80 0.06
H -2.95 2.58 13.43 0.13
H -3.53 2.99 11.79 -0.18
H -3.94 1.42 12.55 0.15
H -3.72 3.39 15.05 0.02
H -4.14 3.48 16.59 0.01
C -2.60 7.58 16.81 -0.01
C -3.97 8.22 17.14 0.00
C -4.99 7.27 17.74 0.00
O -5.37 6.23 16.83 -0.01
C -6.07 6.64 15.68 0.00
N -3.71 9.44 17.94 0.00
H -2.25 6.95 17.63 0.00
H -1.89 8.39 16.64 0.00
H -2.71 7.04 15.87 0.00
H -4.40 8.66 16.23 0.00
H -5.89 7.87 17.90 0.00
H -4.63 6.89 18.69 0.00
H -6.35 5.86 14.98 0.00
H -5.42 7.29 15.09 0.00
H -6.94 7.28 15.86 0.00
H -2.84 9.85 17.65 0.00
H -3.46 9.18 18.89 0.00
C -2.84 6.39 7.30 0.01
C -2.23 5.09 8.02 0.03
C -2.09 5.20 9.59 -0.09
O -1.05 6.24 9.67 -0.02
C -0.45 6.44 10.92 -0.01
N -3.10 4.05 7.72 -0.07
H -2.48 7.22 7.91 0.00
H -3.92 6.51 7.25 0.00
H -2.44 6.52 6.30 0.00
H -1.23 4.88 7.63 0.00
H -1.60 4.33 10.02 0.13
H -3.02 5.49 10.08 0.01
H -1.18 6.86 11.62 0.01
H 0.34 7.17 10.80 0.00
H -0.11 5.51 11.38 0.01
H -2.64 3.20 8.01 0.03
H -3.25 3.89 6.74 0.00
```

As for the expectation value of S²: 0.751. As for the total energy: -3247.015313 Eh. Its energy above the lowest of the compared OMol25 structures with the same formula, charge and spin is 64.1 kcal/mol. The spin multiplicity is 2. For the molecular weight, the calculation gives 926.1 g/mol. For the orbital gap (alpha / beta), the calculation gives 1.373 / 7.808 eV. For the max |F|, the calculation gives 9.829 eV Å⁻¹. The total charge is -1.

=====

Entry 2:
This record from the OMol25 dataset describes a 14-piece molecular cluster, C28H88BrClN26O16P3 overall at a distorted geometry. The level of theory is ωB97M-V/def2-TZVPD.

Structure (XYZ):
```
163
Properties=species:S:1:pos:R:3:lowdin_charge:R:1
C 4.51 -0.39 1.85 -0.13
O 4.19 0.81 1.14 -0.22
C 4.29 0.57 -0.28 -0.23
C 3.80 1.84 -1.05 -0.16
C 3.62 1.55 -2.60 -0.18
C 2.11 1.72 -2.98 -0.20
C 1.62 0.73 -4.09 -0.20
C 1.58 -0.72 -3.49 -0.20
C 0.15 -1.16 -2.98 -0.20
C 0.13 -1.39 -1.39 -0.29
C -1.32 -1.06 -0.90 -0.44
P -1.52 -0.60 0.95 -0.01
Br 0.20 -2.02 1.64 0.28
C -0.32 0.88 0.77 -0.35
C -0.61 1.87 -0.41 -0.42
C -1.98 2.65 -0.33 -0.06
O 0.44 2.88 -0.36 -0.11
P -1.99 -0.08 3.08 0.69
C -2.73 1.64 3.24 -0.36
C -0.58 -0.36 4.29 -0.41
P -2.87 -2.46 1.00 0.40
O -3.51 -2.72 2.57 -0.50
Cl -4.58 -2.06 -0.20 0.17
H 4.55 -1.25 1.15 0.08
H 5.51 -0.27 2.34 0.07
H 3.80 -0.59 2.68 0.09
H 5.35 0.39 -0.53 0.12
H 3.61 -0.28 -0.52 0.12
H 2.84 2.16 -0.58 0.09
H 4.52 2.68 -0.87 0.11
H 3.99 0.52 -2.83 0.06
H 4.28 2.29 -3.12 0.10
H 1.52 1.50 -2.06 0.08
H 1.97 2.78 -3.30 0.11
H 0.59 1.06 -4.38 0.10
H 2.23 0.79 -5.02 0.10
H 2.36 -0.85 -2.72 0.09
H 1.83 -1.41 -4.34 0.10
H -0.59 -0.39 -3.28 0.09
H -0.11 -2.12 -3.47 0.10
H 0.92 -0.73 -0.99 0.06
H 0.37 -2.47 -1.28 0.09
H -1.80 -0.27 -1.53 0.07
H -1.93 -1.98 -1.10 0.00
H -2.69 0.17 0.59 -0.03
H 0.75 0.59 0.67 0.05
H -0.36 1.50 1.70 0.06
H -0.51 1.43 -1.42 0.11
H -2.63 2.33 0.50 0.03
H -2.50 2.51 -1.31 0.08
H -1.78 3.74 -0.23 0.08
H 0.54 3.17 0.55 0.07
H -2.18 2.42 2.65 0.01
H -3.79 1.61 2.89 0.01
H -2.73 1.99 4.29 -0.01
H -0.85 0.17 5.24 0.00
H 0.42 -0.01 3.96 0.01
H -0.59 -1.43 4.55 0.01
H -4.39 -2.33 2.62 0.00
C 6.00 -1.65 -3.93 -0.66
O 5.46 -1.05 -3.00 0.01
N 7.07 -1.13 -4.60 0.14
N 5.58 -2.87 -4.35 0.15
H 7.52 -1.59 -5.36 0.09
H 7.40 -0.23 -4.31 0.10
H 4.80 -3.27 -3.88 0.09
H 6.00 -3.37 -5.11 0.07
C 4.92 -6.10 -5.76 -0.66
O 4.65 -4.94 -5.47 0.01
N 4.66 -6.63 -6.99 0.16
N 5.50 -6.95 -4.87 0.16
H 4.88 -7.57 -7.24 0.10
H 4.23 -6.03 -7.66 0.10
H 5.71 -6.59 -3.96 0.11
H 5.74 -7.91 -5.08 0.10
C -5.80 3.60 0.99 -0.68
O -5.29 2.52 1.27 0.02
N -5.92 4.04 -0.29 0.16
N -6.28 4.44 1.94 0.16
H -6.32 4.92 -0.54 0.07
H -5.57 3.44 -1.02 0.10
H -6.20 4.14 2.90 0.10
H -6.70 5.34 1.75 0.04
C -4.58 1.42 7.27 -0.69
O -4.75 2.46 7.88 -0.01
N -5.56 0.47 7.16 0.15
N -3.42 1.11 6.63 0.15
H -5.45 -0.39 6.66 0.10
H -6.43 0.66 7.62 0.10
H -2.68 1.78 6.69 0.09
H -3.27 0.26 6.12 0.08
C -6.59 8.20 2.66 -0.67
O -6.86 7.34 1.83 -0.01
N -7.21 8.28 3.87 0.17
N -5.64 9.15 2.45 0.17
H -7.00 8.97 4.56 0.10
H -7.92 7.60 4.06 0.11
H -5.15 9.13 1.57 0.12
H -5.40 9.86 3.12 0.11
C 3.90 -9.45 -2.54 -0.70
O 5.09 -9.77 -2.66 -0.02
N 3.30 -8.56 -3.37 0.17
N 3.11 -9.97 -1.57 0.16
H 2.34 -8.29 -3.29 0.11
H 3.87 -8.16 -4.10 0.06
H 3.53 -10.64 -0.95 0.11
H 2.15 -9.74 -1.46 0.10
C 2.66 -12.73 -3.62 -0.68
O 1.98 -11.87 -3.06 0.01
N 2.15 -13.94 -3.99 0.14
N 3.98 -12.54 -3.89 0.17
H 2.69 -14.65 -4.45 0.09
H 1.18 -14.11 -3.80 0.10
H 4.39 -11.66 -3.62 0.07
H 4.55 -13.23 -4.35 0.09
C -9.02 8.43 -1.54 -0.69
O -9.24 9.59 -1.24 0.01
N -9.34 7.91 -2.76 0.14
N -8.43 7.55 -0.68 0.16
H -9.17 6.96 -3.03 0.09
H -9.78 8.53 -3.42 0.10
H -8.17 7.89 0.23 0.07
H -8.24 6.59 -0.91 0.08
C -2.42 7.11 3.60 -0.68
O -2.17 8.03 2.83 -0.01
N -3.64 6.96 4.18 0.17
N -1.50 6.17 3.94 0.17
H -3.88 6.21 4.81 0.10
H -4.35 7.64 3.95 0.06
H -0.59 6.25 3.52 0.11
H -1.69 5.41 4.56 0.10
C -7.35 -5.13 0.18 -0.69
O -7.95 -4.65 1.14 0.01
N -6.28 -4.54 -0.39 0.12
N -7.73 -6.32 -0.38 0.13
H -5.78 -4.92 -1.18 0.09
H -5.96 -3.65 -0.01 -0.05
H -8.52 -6.79 0.02 0.09
H -7.26 -6.74 -1.16 0.08
C -0.16 11.57 1.28 -0.70
O 0.23 12.46 0.54 0.01
N 0.28 11.44 2.56 0.14
N -1.05 10.62 0.89 0.16
H -0.02 10.71 3.19 0.09
H 0.95 12.12 2.89 0.10
H -1.40 10.68 -0.05 0.10
H -1.38 9.88 1.48 0.06
C 8.58 -7.28 -3.01 -0.70
O 8.38 -8.16 -3.84 0.01
N 7.89 -7.22 -1.84 0.16
N 9.50 -6.29 -3.20 0.15
H 8.04 -6.51 -1.14 0.10
H 7.20 -7.93 -1.67 0.10
H 10.02 -6.31 -4.05 0.10
H 9.68 -5.57 -2.53 0.09
C 5.73 0.81 6.00 -0.69
O 4.72 0.30 6.43 0.03
N 6.92 0.76 6.66 0.14
N 5.77 1.48 4.81 0.16
H 7.77 1.18 6.33 0.09
H 6.94 0.28 7.54 0.10
H 4.91 1.54 4.29 0.10
H 6.59 1.91 4.44 0.09
```

As for the total energy: -7805.953535 Eh. For the molecular weight, the calculation gives 1253.5 g/mol. For the orbital gap, the calculation gives 5.015 eV. For the max |F|, the calculation gives 3.482 eV Å⁻¹. The total charge is -1.